# 1
# C45H102IN6S

A 4-piece molecular cluster, C45H102IN6S overall (ωB97M-V/def2-TZVPD, the OMol25 dataset).

Properties
Charge ... +1
Max |F| ... 2.61 eV/Å
HOMO energy ... -9.3 eV

Last column: Löwdin charge in e.
Element x y z (Å)
I: -0.50 -1.37 4.48  0.78
S: 1.07 4.75 3.48  0.72
N: 5.69 -4.69 -4.45  -0.19
N: -6.38 0.36 10.00  -0.20
N: -4.26 1.28 2.74  0.07
N: -2.21 1.62 1.58  0.16
N: -2.94 -0.58 1.65  0.07
N: 0.39 0.14 -7.88  -0.20
C: -4.16 -0.66 9.26  -0.09
C: -3.25 0.13 4.83  -0.26
C: -0.29 -0.53 -6.78  -0.25
C: 2.76 -1.31 -1.27  -0.19
C: -1.38 3.05 -3.55  -0.17
C: -0.94 4.27 -2.63  -0.20
C: 5.64 -3.33 -3.92  -0.25
C: 0.11 3.20 3.08  -0.49
C: 3.57 4.11 -0.28  -0.18
C: 1.49 3.84 -1.89  -0.20
C: 0.09 -0.43 -9.19  -0.27
C: 2.36 1.97 0.79  -0.22
C: -4.05 1.34 4.21  -0.17
C: -2.52 -0.71 -0.90  -0.17
C: -1.82 -0.45 -6.75  -0.09
C: 3.57 -3.26 1.68  -0.23
C: 2.99 1.09 -0.37  -0.19
C: 2.30 4.80 -0.94  -0.20
C: 6.62 -6.14 -2.56  -0.08
C: 6.67 -6.20 -6.17  -0.09
C: -3.13 0.80 2.01  -0.31
C: 2.66 -3.36 0.38  -0.20
C: 2.89 -2.37 2.81  -0.15
C: 0.57 4.67 -2.90  -0.18
C: 3.08 3.37 1.03  -0.21
C: -7.25 -1.84 9.01  -0.09
C: -1.69 0.41 4.97  -0.60
C: -3.15 1.30 -2.53  -0.19
C: -1.62 1.73 -2.68  -0.19
C: 0.41 1.59 -7.79  -0.25
C: -6.32 -0.08 11.39  -0.27
C: 2.85 -0.44 0.05  -0.21
C: 6.82 -2.87 -3.05  -0.09
C: -5.11 0.54 9.33  -0.26
C: -7.41 -0.33 9.22  -0.25
C: -3.58 -0.69 0.26  -0.17
C: -2.21 3.09 1.78  -0.13
C: -1.43 3.60 3.04  -0.24
C: -5.48 0.82 12.28  -0.09
C: 1.02 0.06 -10.29  -0.09
C: 5.46 -5.75 -3.48  -0.25
C: 3.34 -2.76 -0.93  -0.21
C: -0.85 2.35 -8.19  -0.08
C: 6.79 -4.90 -5.39  -0.27
C: -3.27 -0.27 -2.23  -0.19
H: -6.47 -2.06 8.27  0.05
H: 0.84 3.17 -1.27  0.07
H: 2.30 4.04 1.49  0.01
H: -8.18 -2.25 8.61  0.07
H: -3.62 0.03 5.90  0.11
H: -3.72 1.94 -1.82  0.11
H: -0.01 -1.59 -6.81  0.11
H: 4.14 3.47 -0.99  0.10
H: -1.25 1.92 -1.63  0.07
H: -0.95 -0.24 -9.48  0.10
H: 0.43 2.73 2.13  0.04
H: 3.40 -0.81 -2.05  0.11
H: -5.82 1.86 12.22  0.08
H: -1.61 2.30 -7.41  0.05
H: 1.69 -1.37 -1.56  0.11
H: 4.45 -2.72 -0.79  0.10
H: -2.27 -0.69 -7.71  0.07
H: 5.71 -6.27 -6.68  0.08
H: -1.07 0.86 -3.13  0.11
H: 3.06 -3.42 -1.78  0.09
H: -2.19 -1.77 -1.03  0.12
H: 3.39 -1.37 2.84  0.06
H: 1.26 2.08 0.57  0.07
H: -3.02 -0.90 -3.11  0.11
H: -7.33 -0.08 11.80  0.12
H: -2.16 0.53 -6.42  0.05
H: 6.76 -1.78 -2.92  0.07
H: 2.51 -4.46 0.16  0.10
H: -5.12 0.81 2.48  0.14
H: 1.01 4.94 4.84  -0.12
H: -3.55 -1.15 2.23  0.11
H: -3.46 -0.86 4.36  0.07
H: -0.62 3.40 -8.34  0.07
H: 1.79 -2.22 2.66  -0.01
H: 7.45 -6.25 -6.93  0.07
H: 3.87 -4.27 2.05  0.10
H: -7.51 0.16 8.25  0.11
H: -4.29 0.17 0.14  0.12
H: -1.43 1.22 1.05  0.16
H: 2.42 1.32 -1.31  0.09
H: 4.51 -2.73 1.38  0.09
H: 5.15 -6.65 -4.02  0.10
H: 7.78 -3.09 -3.51  0.07
H: 3.05 -2.86 3.81  0.07
H: 0.80 -0.48 -11.22  0.07
H: 2.06 -0.11 -10.03  0.08
H: -1.61 -0.09 -0.70  0.09
H: -4.37 -0.45 -2.03  0.11
H: -7.02 -2.37 9.93  0.07
H: -1.49 4.72 3.01  0.10
H: 2.25 3.26 -2.48  0.11
H: 4.59 -5.49 -2.86  0.11
H: -4.07 -1.19 10.21  0.07
H: -4.16 -1.65 0.24  0.14
H: 1.59 5.19 -0.16  0.11
H: -5.95 -1.11 11.48  0.10
H: 4.72 -3.20 -3.36  0.08
H: -1.88 3.30 4.02  0.09
H: -3.15 -0.32 8.99  0.07
H: -4.42 0.79 12.01  0.06
H: -3.58 2.29 4.57  0.11
H: 5.56 -2.64 -4.77  0.11
H: -3.26 3.49 1.70  0.14
H: -5.56 0.50 13.32  0.08
H: -1.29 1.97 -9.12  0.07
H: 4.23 4.95 0.07  0.11
H: 3.87 3.25 1.81  0.11
H: -0.59 2.87 -4.31  0.09
H: 6.78 -4.09 -6.12  0.12
H: 6.78 -7.08 -5.53  0.06
H: -2.20 -1.17 -6.02  0.06
H: -2.32 3.34 -4.08  0.10
H: 6.41 -7.10 -2.09  0.07
H: -1.33 1.20 4.28  -0.01
H: 0.88 4.37 -3.94  0.10
H: -5.08 1.31 4.67  0.13
H: 3.76 -0.66 0.67  0.11
H: -1.67 3.52 0.88  0.13
H: -5.28 0.91 8.32  0.10
H: -4.47 -1.38 8.49  0.05
H: 0.71 5.77 -2.78  0.11
H: 7.76 -4.88 -4.89  0.10
H: 0.11 -0.17 -5.83  0.10
H: 0.88 1.13 -10.50  0.06
H: -8.37 -0.16 9.72  0.11
H: -1.10 4.07 -1.54  0.08
H: -4.57 1.36 9.83  0.10
H: 0.70 1.89 -6.78  0.11
H: 4.06 1.35 -0.50  0.12
H: 7.57 -6.24 -3.09  0.07
H: 6.79 -3.31 -2.06  0.05
H: 1.68 -2.84 0.54  0.09
H: 1.24 1.96 -8.42  0.10
H: 1.91 -0.57 0.66  0.10
H: -3.64 1.45 -3.54  0.11
H: 2.47 1.38 1.74  0.11
H: 0.20 -1.51 -9.13  0.12
H: -1.58 5.15 -2.90  0.10
H: 6.76 -5.41 -1.75  0.05
H: -1.45 0.67 6.03  0.05
H: 2.67 5.71 -1.50  0.11
H: 0.31 2.52 3.95  0.07

***

# 2
# C45H102N6O7

A 7-piece molecular cluster, C45H102N6O7 overall (ωB97M-V/def2-TZVPD, the OMol25 dataset).

Properties
Charge ... 0
Max |F| ... 2.46 eV/Å
SMILES ... CC1(C)CCCC(C)(C)N1O.CC1(C)CCCC(C)(C)N1O.CC1(C)CCCC(C)(C)N1O.CC1(C)CCCC(C)(C)N1O.COC[C@H](C)N.COC[C@H](C)N.CO
HOMO energy ... -8.0 eV

Last column: Löwdin charge in e.
Element x y z (Å)
O: 11.41 -26.94 -10.61  -0.12
O: 9.44 -27.26 -6.45  -0.01
O: 15.20 -31.20 -7.56  -0.02
O: 17.60 -21.02 0.26  -0.03
O: 16.07 -27.68 -5.90  -0.18
O: 21.82 -26.29 -4.01  -0.03
O: 17.07 -25.94 -9.82  -0.21
N: 14.24 -32.26 -7.74  -0.09
N: 17.41 -27.33 -13.15  0.04
N: 21.97 -25.71 -2.72  -0.10
N: 17.27 -22.36 -0.13  -0.09
N: 10.59 -27.66 -5.77  -0.12
N: 19.29 -28.27 -4.26  0.05
C: 22.07 -23.69 -1.37  -0.13
C: 22.71 -24.55 -0.25  -0.17
C: 17.68 -26.16 -11.06  -0.23
C: 18.00 -25.67 -8.79  -0.10
C: 14.28 -32.62 -5.38  -0.03
C: 23.38 -23.80 -3.51  -0.03
C: 10.70 -29.08 -5.49  -0.50
C: 13.14 -34.78 -8.31  -0.18
C: 12.51 -27.11 -4.37  -0.14
C: 20.89 -23.71 -3.53  -0.04
C: 16.03 -28.08 -11.21  -0.06
C: 16.93 -21.68 -2.42  -0.03
C: 15.57 -27.62 -7.21  -0.10
C: 9.69 -29.54 -4.39  -0.02
C: 15.94 -22.64 1.97  -0.03
C: 16.82 -24.62 0.59  -0.14
C: 16.28 -22.31 -1.22  -0.52
C: 13.94 -32.49 -9.11  -0.54
C: 15.72 -24.74 -0.45  -0.17
C: 15.95 -23.76 -1.62  -0.12
C: 11.38 -25.36 -5.69  -0.02
C: 22.12 -24.26 -2.79  -0.53
C: 12.10 -29.47 -5.06  -0.14
C: 11.44 -27.47 -9.27  -0.14
C: 18.34 -23.16 1.85  -0.05
C: 22.39 -26.04 -0.38  -0.14
C: 13.30 -31.24 -9.71  -0.03
C: 13.26 -34.29 -6.89  -0.14
C: 14.43 -33.29 -6.74  -0.53
C: 22.65 -26.58 -1.77  -0.53
C: 17.04 -23.17 1.06  -0.54
C: 16.71 -26.91 -11.95  -0.44
C: 14.99 -21.56 -0.87  -0.03
C: 17.67 -26.52 -3.66  -0.06
C: 15.15 -32.85 -9.99  -0.02
C: 17.89 -27.84 -4.38  -0.43
C: 24.15 -26.75 -2.04  -0.02
C: 12.60 -28.56 -3.94  -0.17
C: 10.35 -29.92 -6.72  -0.04
C: 22.01 -27.96 -1.85  -0.04
C: 17.48 -27.80 -5.83  -0.21
C: 12.90 -33.60 -9.24  -0.14
C: 15.77 -34.05 -6.82  -0.01
C: 11.14 -26.65 -4.87  -0.50
C: 10.20 -26.36 -3.69  -0.03
H: 15.95 -34.44 -7.83  0.06
H: 17.79 -24.92 0.17  0.12
H: 14.25 -22.19 -0.38  0.07
H: 12.14 -30.49 -4.70  0.11
H: 16.09 -21.56 2.09  0.08
H: 14.00 -30.40 -9.84  0.07
H: 18.08 -25.67 -4.22  0.08
H: 22.43 -28.58 -2.64  0.09
H: 14.93 -22.73 1.58  0.07
H: 15.98 -23.09 2.96  0.09
H: 20.94 -26.68 -4.03  0.06
H: 20.92 -27.99 -1.87  0.07
H: 18.37 -23.92 2.64  0.09
H: 16.60 -24.15 -2.40  0.09
H: 15.42 -27.72 -10.38  0.06
H: 11.91 -33.19 -9.02  0.12
H: 15.93 -26.18 -12.21  0.14
H: 15.83 -34.92 -6.17  0.09
H: 15.32 -26.62 -7.57  0.09
H: 14.78 -24.47 0.05  0.11
H: 17.40 -20.74 -2.13  0.08
H: 18.54 -20.94 0.04  0.10
H: 13.41 -35.05 -6.12  0.12
H: 12.85 -31.46 -10.68  0.09
H: 12.40 -27.98 -9.13  0.07
H: 17.41 -25.37 -7.93  0.08
H: 14.93 -32.57 -11.02  0.08
H: 18.13 -26.51 -2.67  0.08
H: 9.57 -30.63 -4.47  0.08
H: 12.49 -30.87 -9.07  0.08
H: 18.24 -27.85 -12.87  0.07
H: 22.62 -22.73 -1.37  0.12
H: 16.16 -21.43 -3.15  0.09
H: 12.33 -33.75 -6.67  0.12
H: 10.63 -30.96 -6.53  0.08
H: 17.94 -25.21 -11.55  0.13
H: 10.65 -25.24 -6.48  0.07
H: 18.67 -24.84 -9.04  0.10
H: 10.93 -29.59 -7.58  0.05
H: 20.01 -24.06 -2.99  0.07
H: 24.58 -27.51 -1.39  0.09
H: 23.03 -26.54 0.36  0.12
H: 21.09 -23.30 -1.08  0.10
H: 15.62 -25.76 -0.82  0.11
H: 24.33 -27.05 -3.07  0.09
H: 14.59 -21.02 -1.72  0.08
H: 11.38 -24.51 -5.00  0.08
H: 17.94 -26.91 -6.28  0.11
H: 9.75 -27.13 -7.35  0.07
H: 16.60 -33.36 -6.63  0.08
H: 14.68 -28.25 -7.27  0.07
H: 16.32 -28.09 -7.86  0.09
H: 14.31 -33.32 -4.56  0.09
H: 22.38 -24.10 0.69  0.11
H: 19.16 -23.34 1.15  0.08
H: 11.96 -28.69 -3.06  0.10
H: 23.79 -24.35 -0.27  0.10
H: 12.38 -35.55 -8.43  0.11
H: 20.84 -24.10 -4.54  0.08
H: 21.34 -26.16 -0.08  0.12
H: 12.85 -33.99 -10.25  0.13
H: 15.40 -28.64 -11.91  0.07
H: 9.30 -29.93 -6.98  0.09
H: 15.06 -31.87 -5.28  0.08
H: 13.33 -32.09 -5.39  0.06
H: 17.84 -28.69 -6.38  0.13
H: 16.80 -28.74 -10.81  0.08
H: 17.24 -28.55 -3.84  0.14
H: 8.73 -29.03 -4.40  0.08
H: 23.41 -22.71 -3.60  0.08
H: 10.63 -28.18 -9.12  0.07
H: 13.28 -26.83 -5.08  0.10
H: 14.66 -30.41 -7.64  0.07
H: 10.33 -25.37 -3.25  0.08
H: 12.67 -26.48 -3.48  0.13
H: 14.09 -35.25 -8.61  0.10
H: 16.61 -25.20 1.49  0.12
H: 19.55 -28.30 -3.29  0.05
H: 23.40 -24.21 -4.53  0.09
H: 16.02 -32.28 -9.64  0.08
H: 18.61 -26.72 -10.90  0.13
H: 11.62 -26.01 -10.57  0.07
H: 18.56 -22.20 2.33  0.08
H: 24.30 -24.15 -3.04  0.07
H: 12.77 -29.30 -5.91  0.12
H: 16.84 -27.94 -13.73  0.07
H: 9.16 -26.33 -4.04  0.09
H: 11.47 -26.62 -8.59  0.07
H: 19.35 -29.20 -4.66  0.08
H: 22.30 -28.49 -0.93  0.09
H: 16.60 -26.31 -3.64  0.07
H: 18.53 -26.60 -8.54  0.09
H: 14.90 -23.67 -1.96  0.12
H: 20.90 -22.62 -3.45  0.09
H: 15.26 -20.77 -0.16  0.08
H: 15.41 -33.90 -9.91  0.07
H: 10.26 -27.14 -2.93  0.07
H: 24.64 -25.80 -1.83  0.06
H: 10.07 -29.44 -3.36  0.06
H: 13.62 -28.76 -3.62  0.11
H: 17.64 -22.33 -2.92  0.07
H: 12.37 -25.36 -6.15  0.07

***

# 3
# C45H105BN7O22

A 9-piece molecular cluster, C45H105BN7O22 overall (ωB97M-V/def2-TZVPD, the OMol25 dataset).

Properties
Charge ... -1
Max |F| ... 6.43 eV/Å
HOMO energy ... -7.1 eV

Last column: Löwdin charge in e.
Element x y z (Å)
O: -0.28 -2.46 -0.60  0.24
O: 1.24 2.08 -0.69  0.07
O: 7.92 10.87 2.54  -0.16
O: -4.38 0.09 -8.12  -0.20
O: -2.36 -2.72 -3.53  0.03
O: -8.71 6.61 -1.14  -0.18
O: -0.72 -1.29 -2.64  0.18
O: 3.46 9.50 2.16  -0.18
O: -9.24 -2.14 -7.99  -0.19
O: 5.23 5.93 4.56  -0.17
O: 4.39 -5.79 -4.81  -0.19
O: 2.89 0.42 -2.61  0.15
O: 0.13 0.00 -0.61  0.22
O: -0.83 -11.74 -1.53  -0.21
O: 2.80 -0.51 5.86  -0.20
O: 1.49 -1.22 -2.00  0.21
O: 8.76 6.87 1.69  -0.19
O: -7.21 2.32 -0.24  -0.16
O: 0.70 -17.17 0.43  -0.23
O: -5.62 -2.19 4.71  -0.15
O: -1.76 -4.14 -0.97  0.09
O: 0.83 2.60 9.34  -0.20
N: 2.62 -6.92 -1.64  0.02
N: -7.06 -0.58 -6.83  -0.03
N: 0.11 -13.66 1.41  -0.08
N: 6.01 5.67 1.65  -0.03
N: -9.61 3.98 -1.61  -0.08
N: 0.37 0.75 7.12  -0.08
N: 5.79 10.23 0.38  -0.05
C: 3.32 -1.87 5.63  -0.08
C: 1.80 1.96 10.19  -0.10
C: 0.99 0.89 -1.06  -0.31
C: -6.41 0.72 -7.14  -0.23
C: -1.09 -3.15 -1.31  -0.42
C: -9.61 -1.54 -9.21  -0.12
C: -4.96 0.74 -6.96  -0.22
C: 7.04 5.46 0.60  -0.19
C: 3.31 10.03 0.83  -0.21
C: -6.08 1.55 -0.15  -0.11
C: -0.36 0.57 8.38  -0.20
C: -7.57 2.65 -1.51  -0.26
C: -1.44 -2.44 -2.68  -0.27
C: 2.39 8.57 2.43  -0.10
C: -2.96 0.13 -7.95  -0.11
C: 10.18 7.06 1.88  -0.10
C: -9.14 4.88 -2.72  -0.16
C: 1.93 0.03 -2.04  -0.39
C: -0.58 -12.98 -0.81  -0.21
C: -0.46 1.97 9.15  -0.17
C: -0.11 -16.01 0.58  -0.22
C: -7.89 -2.56 -7.93  -0.23
C: -9.11 2.62 -1.74  -0.18
C: -9.53 6.30 -2.19  -0.28
C: -4.78 -3.24 4.14  -0.13
C: 0.48 -12.83 0.30  -0.19
C: 5.12 4.64 3.83  -0.19
C: 6.97 11.05 0.25  -0.25
C: 6.18 4.60 2.73  -0.21
C: 4.23 -4.44 -4.71  -0.18
C: 5.08 -7.07 -1.95  -0.05
C: 0.20 -18.15 -0.55  -0.07
C: 0.63 -14.97 1.46  -0.22
C: -8.48 8.02 -0.97  -0.09
C: -6.92 -1.43 -8.02  -0.23
C: 3.39 -6.54 -4.02  -0.13
C: 7.42 11.76 1.49  -0.21
C: 4.52 10.99 0.47  -0.19
C: 8.52 5.59 1.12  -0.23
C: 3.74 -6.47 -2.51  -0.41
C: 8.40 11.60 3.70  -0.11
C: 4.40 5.90 5.71  -0.14
C: 1.53 -0.45 5.24  -0.21
C: 0.43 -0.53 6.40  -0.19
C: -2.06 -11.57 -2.35  -0.07
B: 0.15 -1.24 -1.41  -0.79
H: -9.71 7.08 -2.93  0.11
H: -7.89 -2.95 -6.91  0.13
H: -5.87 -1.68 -7.88  0.12
H: -2.61 -0.36 -8.86  0.08
H: -6.42 0.52 -0.24  0.10
H: -2.99 -12.00 -1.96  0.07
H: -2.07 -12.07 -3.32  0.07
H: 4.37 -1.89 5.94  0.08
H: -7.65 8.23 -0.29  0.09
H: 5.10 -8.16 -1.94  0.06
H: -7.04 -0.93 -8.98  0.11
H: 1.38 -1.25 4.52  0.11
H: 0.56 -17.78 -1.51  0.08
H: 5.27 -6.65 -0.96  0.07
H: 4.59 5.06 6.38  0.07
H: 2.28 -7.64 -2.26  0.05
H: 6.71 6.08 -0.23  0.11
H: 1.49 -12.91 -0.11  0.13
H: 7.16 4.76 3.18  0.10
H: -0.08 -15.70 -0.46  0.10
H: -0.47 -13.35 2.18  0.13
H: -9.40 8.44 -0.57  0.08
H: 2.59 7.59 2.00  0.08
H: 3.25 -7.57 -4.35  0.12
H: 9.22 5.30 0.34  0.11
H: 2.50 8.36 3.49  0.08
H: 1.48 0.50 4.70  0.12
H: -5.40 1.81 0.67  0.09
H: 3.43 -2.04 4.56  0.08
H: -9.62 4.67 -3.68  0.11
H: 1.32 1.09 7.23  0.09
H: 6.76 11.69 -0.61  0.11
H: 5.53 3.82 4.41  0.11
H: -1.05 1.85 10.06  0.10
H: 10.57 7.39 0.92  0.09
H: 7.74 12.24 4.29  0.08
H: 2.42 10.66 0.90  0.10
H: -7.15 3.57 -1.92  0.11
H: 4.66 11.71 1.27  0.10
H: -7.22 1.93 -2.25  0.11
H: 8.24 12.27 0.97  0.11
H: -6.77 0.99 -8.13  0.12
H: 0.68 -19.04 -0.15  0.08
H: 6.77 12.52 1.91  0.11
H: -4.19 -3.61 4.99  0.07
H: 2.75 2.48 10.31  0.08
H: -10.53 6.25 -1.76  0.11
H: -0.25 -13.77 -1.49  0.10
H: -9.47 2.41 -2.75  0.10
H: -8.31 8.52 -1.92  0.08
H: -6.97 1.55 -6.70  0.11
H: 10.16 7.98 2.47  0.08
H: 0.09 -0.27 8.89  0.10
H: -5.46 -4.04 3.83  0.07
H: -0.57 -0.67 5.98  0.11
H: 3.29 -4.02 -5.09  0.09
H: -10.69 -1.49 -9.31  0.08
H: 10.72 6.33 2.48  0.09
H: 5.11 5.40 1.29  0.09
H: -4.67 1.78 -7.12  0.13
H: -8.07 4.97 -2.87  0.11
H: 8.72 4.88 1.92  0.10
H: -4.72 0.20 -6.05  0.14
H: 2.22 1.11 9.65  0.08
H: -0.88 -18.30 -0.54  0.08
H: 1.70 -15.01 1.25  0.12
H: -4.21 -2.96 3.25  0.08
H: -10.61 3.90 -1.63  0.10
H: -1.56 -13.32 -0.46  0.11
H: -1.12 -16.24 0.94  0.12
H: -2.57 -0.55 -7.18  0.09
H: 3.09 9.33 0.03  0.12
H: 0.76 -1.38 6.99  0.10
H: -9.56 1.87 -1.10  0.12
H: 5.97 -6.79 -2.53  0.06
H: 0.65 -15.37 2.47  0.12
H: 9.32 12.15 3.51  0.08
H: -9.04 -1.91 -10.07  0.09
H: -2.48 1.09 -7.81  0.09
H: 4.13 4.34 3.48  0.12
H: -9.39 -0.47 -9.19  0.07
H: 4.61 -3.90 -3.84  0.09
H: 7.02 4.45 0.18  0.10
H: -5.44 1.84 -0.98  0.08
H: 5.64 9.99 -0.59  0.10
H: 3.70 -5.43 -2.17  0.12
H: 1.89 -6.26 -1.42  0.07
H: -6.50 -2.55 4.77  0.06
H: 2.65 -2.64 6.01  0.08
H: 1.46 1.78 11.21  0.08
H: -7.68 -3.34 -8.67  0.12
H: -1.08 2.65 8.56  0.11
H: 1.39 8.86 2.12  0.08
H: -1.37 0.29 8.05  0.11
H: 3.36 5.62 5.52  0.08
H: 8.65 10.86 4.46  0.08
H: 0.33 -11.78 0.54  0.12
H: 4.51 6.80 6.31  0.09
H: 7.79 10.45 -0.15  0.12
H: 4.25 11.60 -0.39  0.11
H: -6.53 -1.05 -6.11  0.10
H: -2.14 -10.50 -2.52  0.08
H: 4.85 -4.05 -5.51  0.08
H: 2.49 -5.97 -4.29  0.11
H: 6.29 3.57 2.39  0.11